1.
The following is a quantum chemistry calculation of a molecular structure, C11H24CuN6O4, from OMol25.

Each line ends with the Mulliken charge.
Positions of all 46 atoms, in Å:
Cu (-0.417, -0.591, -0.598)  -0.73
O (3.053, -3.786, -3.892)  -0.49
C (1.846, -4.334, -3.789)  0.49
O (1.538, -5.347, -4.341)  -0.51
C (0.804, -3.608, -2.979)  0.41
C (-0.479, -4.108, -2.870)  -0.26
N (-1.183, -3.271, -2.098)  0.17
N (-0.430, -2.243, -1.680)  -0.38
C (0.780, -2.438, -2.217)  -0.10
C (1.806, -1.395, -1.925)  1.19
O (2.918, -1.420, -2.386)  -0.71
O (1.371, -0.432, -1.122)  -0.43
H (3.125, -2.953, -3.380)  0.41
H (-0.900, -5.007, -3.295)  0.54
H (-2.149, -3.357, -1.823)  0.24
N (1.288, 4.322, -2.325)  -0.30
C (0.002, 3.529, -2.198)  -0.70
C (0.204, 2.339, -1.266)  -0.49
N (-0.983, 1.469, -1.222)  -0.33
H (1.167, 5.122, -2.953)  0.38
H (2.050, 3.753, -2.705)  0.36
H (1.602, 4.690, -1.424)  0.36
H (-0.250, 3.211, -3.209)  0.44
H (-0.762, 4.219, -1.846)  0.37
H (0.425, 2.679, -0.252)  0.31
H (1.052, 1.736, -1.596)  0.44
H (-1.338, 1.309, -2.161)  0.32
H (-1.746, 1.872, -0.685)  0.31
C (-1.422, -1.080, 3.914)  -1.88
C (-0.991, 0.345, 3.579)  1.42
C (0.383, 0.647, 4.172)  -1.55
C (-2.026, 1.340, 4.081)  -1.63
N (-1.001, 0.519, 2.087)  -0.13
N (-0.083, -0.363, 1.409)  -0.13
H (-1.677, -1.135, 4.971)  0.46
H (-0.629, -1.817, 3.757)  0.46
H (-2.310, -1.369, 3.347)  0.43
H (0.405, 0.423, 5.238)  0.41
H (0.638, 1.703, 4.052)  0.38
H (1.170, 0.041, 3.714)  0.40
H (-2.077, 1.308, 5.169)  0.41
H (-3.014, 1.113, 3.680)  0.40
H (-1.761, 2.363, 3.798)  0.39
H (-0.666, 1.458, 1.886)  0.25
H (-0.235, -1.292, 1.796)  0.35
H (0.903, -0.163, 1.588)  0.25

Summary:
Lowest unoccupied orbital energy (alpha / beta) ... -6.26 / -8.30 eV
E_HOMO (alpha / beta) ... -15.028 / -15.028 eV
Frontier orbital gap (alpha / beta) ... 8.8 / 6.7 eV
Net charge ... +2
<S²> ... 0.75
Multiplicity ... 2

=====

2.
The following is a quantum chemistry calculation of a molecular structure, F2FeH24O14P at a distorted geometry, from OMol25.

Each line ends with the Mulliken charge.
Positions of all 42 atoms, in Å:
Fe (0.876, 2.168, 0.956)  0.26
O (0.001, 0.727, 0.258)  1.20
P (0.016, -0.856, 0.857)  -0.07
O (0.620, 0.426, 1.512)  0.07
F (0.474, -0.932, -0.639)  0.03
F (-1.497, -0.602, 0.473)  -0.33
O (-0.816, -1.200, 3.801)  -0.56
H (-1.186, -1.454, 4.625)  0.30
H (-0.406, -0.335, 4.079)  0.23
O (2.856, -2.623, -1.716)  -0.67
H (2.849, -3.513, -1.407)  0.29
H (1.897, -2.421, -1.742)  0.27
O (-0.737, 3.261, 0.374)  -0.46
H (-1.039, 4.207, 0.531)  0.35
H (-1.533, 2.757, 0.211)  0.31
O (-0.195, -3.655, -0.683)  -0.56
H (-1.127, -3.497, -0.683)  0.31
H (-0.163, -4.440, -0.164)  0.28
O (2.956, 1.596, 1.395)  -0.44
H (3.720, 1.648, 0.762)  0.34
H (3.253, 1.126, 2.183)  0.31
O (0.441, -2.367, -3.096)  -0.63
H (-0.212, -2.580, -2.410)  0.33
H (0.024, -1.722, -3.646)  0.27
O (-2.850, -3.029, -0.802)  -0.69
H (-2.738, -3.402, -1.672)  0.35
H (-2.899, -2.118, -0.774)  0.30
O (0.159, 2.626, 2.916)  -0.40
H (-0.338, 3.330, 3.288)  0.28
H (0.635, 2.265, 3.701)  0.28
O (1.763, 2.471, -1.003)  -0.37
H (1.896, 3.294, -1.493)  0.32
H (1.847, 1.837, -1.706)  0.29
O (-2.629, 1.021, 2.167)  -0.51
H (-3.264, 1.691, 2.017)  0.30
H (-2.535, 0.562, 1.360)  0.26
O (1.502, 0.416, -2.802)  -0.65
H (1.206, 0.462, -3.686)  0.28
H (1.180, -0.404, -2.355)  0.39
O (-1.263, 1.333, -1.993)  -0.65
H (-0.699, 1.127, -1.194)  0.41
H (-2.045, 0.799, -1.801)  0.37

Summary:
Lowest unoccupied orbital energy (alpha / beta) ... -7.32 / -10.61 eV
E_HOMO (alpha / beta) ... -15.236 / -15.232 eV
Frontier orbital gap (alpha / beta) ... 7.9 / 4.6 eV
Net charge ... +2
<S²> ... 8.77
Multiplicity ... 6

=====

- <S²> of number 2 (F2FeH24O14P)?
  8.77